Here is one molecule with the formula C20H26O3 at a distorted geometry from the Open Molecules 2025 dataset. Energies are from ωB97M-V/def2-TZVPD.

XYZ file:
```
49
Properties=species:S:1:pos:R:3:forces:R:3:nbo_charge:R:1
C -2.44698 5.17807 1.75358 1.23 -0.25 0.92 -0.600
C -2.74768 4.11660 0.71585 1.27 -1.33 0.73 -0.249
C -4.13441 3.54647 0.88664 -0.42 0.35 0.30 -0.601
C -1.70242 2.94900 0.83279 -1.35 -0.12 1.91 -0.144
C -1.63105 2.14381 1.95567 -0.52 1.64 -1.00 0.247
O -2.45548 2.35976 3.05797 0.91 -0.01 -2.14 -0.667
C -0.54782 1.09590 2.11002 -0.14 0.97 -0.61 0.542
O -0.35888 0.64773 3.21111 -0.01 -0.50 1.05 -0.549
C 0.29221 0.78485 0.94139 0.42 0.62 -2.29 -0.088
C 0.15025 1.58116 -0.19739 1.19 -2.69 1.14 -0.009
C 0.98868 1.33056 -1.37528 1.04 -0.87 -0.65 -0.267
C 1.73538 0.18781 -1.49630 -1.44 1.62 -0.04 -0.116
C 1.54948 -0.89272 -0.44747 1.41 0.81 -0.62 -0.287
C 2.57297 -2.03559 -0.66782 0.85 0.13 0.05 -0.010
C 4.07256 -1.54662 -0.66208 -0.92 -0.10 0.24 -0.623
C 2.28069 -2.70171 -2.01715 0.20 0.50 -0.43 -0.610
C 2.36906 -3.10537 0.39111 -0.17 -0.93 0.32 -0.395
C 2.36817 -2.53120 1.78407 -0.84 0.12 0.10 -0.406
C 1.31971 -1.41872 1.93040 0.02 0.55 1.58 -0.397
C 1.48870 -0.23184 0.95611 -0.22 -0.05 0.18 -0.044
C 2.71126 0.64962 1.35073 -0.19 -0.06 0.49 -0.623
C -0.79350 2.69323 -0.28872 -0.49 -0.26 1.32 0.561
O -0.78329 3.39035 -1.26108 -0.14 1.09 -1.38 -0.522
H -1.35996 5.41519 1.76627 -0.66 0.11 -0.16 0.208
H -2.68186 4.84699 2.78536 -0.03 0.06 -0.64 0.215
H -3.00576 6.06470 1.54273 -0.33 0.70 -0.07 0.210
H -2.67406 4.56068 -0.26542 0.35 -0.09 -0.33 0.232
H -4.47398 3.59762 1.91853 0.12 -0.19 0.12 0.214
H -4.14198 2.52533 0.56324 -0.36 -0.58 -0.24 0.211
H -4.83945 4.12274 0.31302 -0.41 0.14 -0.37 0.209
H -2.00877 1.95142 3.79272 0.38 -0.67 0.76 0.499
H 0.99334 2.06392 -2.19894 0.00 -0.28 0.76 0.242
H 2.39121 0.11332 -2.38689 -0.55 -0.32 0.72 0.219
H 0.58370 -1.36093 -0.61403 -0.51 0.01 -0.02 0.227
H 4.40389 -1.21903 0.32931 -0.14 0.05 -0.31 0.209
H 4.69368 -2.38898 -0.92267 0.27 -0.38 -0.19 0.211
H 4.27059 -0.75666 -1.39788 -0.17 -0.09 0.24 0.211
H 2.74353 -3.69345 -2.05984 -0.28 0.04 0.08 0.216
H 2.75714 -2.12912 -2.82058 -0.27 -0.03 -0.08 0.206
H 1.19257 -2.74809 -2.21283 0.53 -0.22 0.06 0.211
H 3.16237 -3.88431 0.34469 -0.46 0.36 -0.32 0.209
H 1.38791 -3.60846 0.19639 0.64 0.24 0.12 0.200
H 3.35512 -2.15350 2.00977 0.33 0.22 0.20 0.195
H 2.14872 -3.29597 2.54520 0.08 0.13 -0.29 0.216
H 1.40400 -1.07982 2.99689 -0.35 -0.03 -0.97 0.231
H 0.29935 -1.81943 1.80795 0.32 -0.05 0.03 0.204
H 2.39142 1.26469 2.22106 0.36 -0.27 -0.55 0.219
H 3.07084 1.29714 0.54037 -0.35 -0.08 0.20 0.225
H 3.56846 0.05254 1.67114 -0.19 0.00 0.05 0.209
```
Positions in Å, forces in eV/Å.

multiplicity	1
energy relative to the best compared isomer or geometry (same formula, charge and spin)	0.00	kJ/mol
LUMO	-1.40	eV
SMILES	CC(C)C1=C(O)C(=O)C2=C(C=C[C@H]3C(C)(C)CCC[C@]23C)C1=O
E_HOMO	-8.7	eV
gap between HOMO and LUMO	7.313	eV
electronic energy	-27303.70029	eV